(1)
Below is a 2-piece molecular cluster, C5H3BrCl3N2O overall, with properties calculated with ωB97M-V with the def2-TZVPD basis set.

Values from the calculation:
Energy relative to the best compared isomer or geometry (same formula, charge and spin) = 36.47 kcal per mole
Total charge = +1
Kohn-Sham gap = 8.84 eV

```
15
Properties=species:S:1:pos:R:3:forces:R:3:lowdin_charge:R:1
C -0.278939 0.532720 2.419501 -1.4744 0.1252 -0.2764 -0.03
C 1.022660 0.227062 2.138125 -1.7458 0.3430 2.1038 -0.83
C -0.083093 0.236418 0.262335 0.8112 -0.8186 -4.4208 -0.10
C -0.928123 0.105209 -1.626881 -0.0538 1.3978 4.4151 -0.36
C -0.133412 -0.565609 -2.664112 1.1623 -2.4467 -1.0811 -1.47
N 1.133136 0.008407 0.830976 0.3797 0.4248 -3.2624 0.07
N -0.959196 0.536676 1.177661 2.5238 -0.3834 1.0152 0.13
O -2.006808 0.476813 -1.417447 0.0199 -0.1339 -1.3353 0.19
Cl -0.245246 -2.273509 -2.011615 -0.4351 0.3129 -0.1624 0.64
Cl 1.613500 -0.248464 -2.581747 -0.6717 0.7991 -0.3361 0.65
Cl -0.823581 -0.557354 -4.317908 0.4755 0.5465 1.3756 0.68
Br 2.429994 0.022524 3.237188 1.1014 -0.1115 0.9961 0.93
H -0.949725 0.651112 3.270681 1.0774 0.0775 0.1595 0.14
H 2.070628 -0.038110 0.318495 -2.1125 -0.1835 0.8483 0.18
H -1.861796 0.886105 0.964748 -1.0578 0.0507 -0.0391 0.16
```
Positions in Å, forces in eV/Å.

***

(2)
Below is C5H3Cl2FeInNO3 as an isolated structure, with properties calculated with ωB97M-V with the def2-TZVPD basis set.

Values from the calculation:
Multiplicity = 6
Total charge = +4
Kohn-Sham gap (alpha / beta) = 6.76 / 6.49 eV

```
16
Properties=species:S:1:pos:R:3:forces:R:3:lowdin_charge:R:1
In -1.647013 -1.582177 -1.580898 -1.0799 0.7898 -3.2399 1.00
Fe 0.156045 0.516728 0.013687 0.1229 2.2673 1.7017 0.77
Cl 0.590067 -0.352975 -1.979781 -0.1805 -0.7731 0.2826 0.39
Cl -2.328485 0.681173 -0.781998 0.6303 -2.0822 0.1451 0.36
C -0.879748 2.486193 0.839707 -0.4009 4.6726 1.1818 0.00
C -1.272855 -2.942969 -4.039966 0.1590 -3.4709 -3.5856 0.04
C -3.172647 -1.534492 -3.742462 -3.6198 0.5236 -2.6341 0.02
O -1.196466 3.546669 1.151746 1.1725 -4.7101 -1.2830 0.27
O -1.484604 -3.519839 -5.019476 1.1061 2.6850 4.4027 0.25
O -3.818863 -1.612200 -4.689546 2.6963 0.3740 3.8311 0.27
C 2.776991 0.749931 3.706409 -0.4838 0.6087 -0.9647 0.09
C 2.057895 0.657051 2.463139 0.7157 -0.0169 1.6466 0.00
N 1.364797 0.567515 1.534601 -1.0765 -0.3049 -1.7251 0.10
H 3.756381 1.200060 3.602049 0.5039 0.3001 -0.3356 0.15
H 2.915375 -0.217662 4.138534 0.0374 -1.1528 0.3015 0.14
H 2.183129 1.356993 4.384256 -0.3026 0.2899 0.2751 0.15
```
Positions in Å, forces in eV/Å.

***

(3)
Below is a 2-piece molecular cluster, C5H3Cl4NO overall, with properties calculated with ωB97M-V with the def2-TZVPD basis set.

Values from the calculation:
Energy relative to the best compared isomer or geometry (same formula, charge and spin) = 35.48 kcal per mole
Multiplicity = 3
Total charge = 0
Kohn-Sham gap (alpha / beta) = 5.91 / 6.81 eV

```
14
Properties=species:S:1:pos:R:3:forces:R:3:lowdin_charge:R:1
C 1.128727 -1.273430 -1.239633 4.0307 5.7274 -6.6455 -0.30
C 1.607487 0.214851 0.552380 -0.3952 1.5380 0.0650 -0.35
C 0.467109 -2.294008 -0.745956 -3.6232 -6.1174 6.6324 0.03
C -0.973127 1.802826 1.063226 0.8253 1.2106 -0.0292 -1.30
C -1.849613 1.324777 0.219607 -1.1260 -1.0624 -0.7772 -1.28
N 1.634923 -0.313249 -0.538600 0.1087 -1.0778 -1.7169 0.15
O 1.894098 1.006745 1.353678 1.1009 0.2699 1.7777 0.07
Cl -0.625766 1.009480 2.501759 -0.1234 0.1624 1.2012 0.72
Cl -0.169597 3.269696 0.709861 0.2672 0.1761 0.1601 0.68
Cl -2.189148 1.920099 -1.352219 0.0337 0.0293 0.3317 0.65
Cl -2.707511 -0.070609 0.719860 -0.5397 -0.4110 -0.5858 0.63
H 1.229228 -1.165919 -2.379373 -0.0364 0.0438 1.8404 0.14
H 0.546181 -2.326551 0.417234 -0.5175 -0.5662 -2.1908 0.11
H 0.007008 -3.104707 -1.281825 -0.0051 0.0774 -0.0631 0.06
```
Positions in Å, forces in eV/Å.

***

(4)
Below is a 2-piece molecular cluster, C5H3ClO2 overall, with properties calculated with ωB97M-V with the def2-TZVPD basis set.

Values from the calculation:
Energy relative to the best compared isomer or geometry (same formula, charge and spin) = 75.15 kcal per mole
Total charge = 0
Kohn-Sham gap = 7.17 eV

```
11
Properties=species:S:1:pos:R:3:forces:R:3:lowdin_charge:R:1
C 0.007937 -0.366756 1.151802 0.8893 -0.1316 -0.4571 -0.21
C 0.649052 -0.809836 0.194953 -1.2007 0.1413 0.6705 -0.03
C -1.161193 1.961397 -0.458651 -1.2222 -2.1673 -1.1871 -0.49
C -0.364091 -0.062372 2.445057 0.8994 -0.9423 0.0589 -0.52
C 1.111743 -1.319400 -1.099884 -3.2784 -0.0747 1.0815 -0.06
O -0.683469 2.817432 0.106064 1.3327 2.3592 1.3266 0.21
O -1.656864 1.075722 -1.018540 -0.1631 -0.0816 -0.3131 0.19
Cl -1.492176 1.113728 2.732011 -0.7054 0.6133 -0.1668 0.68
H 0.501305 -0.817115 -1.880313 0.7934 -0.6046 0.0897 0.10
H 0.966423 -2.408501 -1.042531 -0.1897 0.2642 -0.4082 0.10
H 2.121333 -1.184298 -1.129968 2.8447 0.6242 -0.6951 0.05
```
Positions in Å, forces in eV/Å.

***

(5)
Below is the molecule C5H3ClOS, with properties calculated with ωB97M-V with the def2-TZVPD basis set.

Values from the calculation:
Energy relative to the best compared isomer or geometry (same formula, charge and spin) = 0.00 kcal per mole
Total charge = 0
SMILES = S=c1cc(Cl)cco1
Kohn-Sham gap = 8.08 eV

```
11
Properties=species:S:1:pos:R:3:forces:R:3:lowdin_charge:R:1
C 0.272643 0.335173 -1.066786 0.5741 0.5892 0.7359 -0.66
C -0.681763 -0.706035 -0.918581 -0.7852 -0.7737 -0.4611 -0.09
C -0.994919 -1.084257 0.335960 0.2724 0.2746 -0.3586 -0.08
C 0.481528 0.474398 1.362368 0.4678 0.4730 -0.4489 -0.83
C 0.846879 0.912123 0.027784 -0.5621 -0.5858 -0.2077 -0.11
H -1.153262 -1.179694 -1.805366 0.4183 0.3933 0.9015 0.13
H -1.696448 -1.862321 0.595525 -0.0027 0.0260 0.0034 0.14
H 1.577156 1.695206 -0.052831 0.0976 0.1218 -0.0185 0.10
O -0.443640 -0.519416 1.429569 -0.3720 -0.4125 -0.0180 -0.03
S 1.101180 1.082371 2.746806 -0.1012 -0.0864 -0.1362 0.70
Cl 0.690646 0.852452 -2.654448 -0.0070 -0.0196 0.0081 0.72
```
Positions in Å, forces in eV/Å.

***

(6)
Below is C5H3EuO3 as an isolated structure, with properties calculated with ωB97M-V with the def2-TZVPD basis set.

Values from the calculation:
Multiplicity = 8
Total charge = +1
Kohn-Sham gap (alpha / beta) = 5.95 / 6.08 eV

```
12
Properties=species:S:1:pos:R:3:forces:R:3:lowdin_charge:R:1
C 0.686035 -0.528354 0.935041 -0.0774 0.4221 -0.3527 -0.16
C 0.506071 -1.776914 1.181787 -0.2544 -1.2638 0.2991 -0.15
O 0.309243 -2.926213 1.337816 0.2402 1.3199 -0.2317 0.15
C 1.424182 0.747847 1.153402 0.2493 0.0320 0.0581 -0.05
C -0.034053 0.812533 0.819745 -0.0832 -0.6876 1.1863 -0.43
O -0.483354 1.237873 -0.371491 0.0006 0.2417 -3.0507 -0.44
C -2.977318 -1.293145 -3.318986 -0.0087 -0.0157 -0.0215 0.14
O -2.162211 -0.500636 -3.301474 -0.3100 -0.3003 -0.0475 -0.12
Eu -0.425222 1.193050 -2.633573 0.2666 0.2995 2.5024 1.70
H 1.747263 0.976540 2.172317 -0.0785 -0.0377 -0.3204 0.12
H 2.120470 1.048325 0.364262 -0.1667 -0.0542 0.2614 0.10
H -0.711106 1.009096 1.661153 0.2222 0.0441 -0.2827 0.15
```
Positions in Å, forces in eV/Å.

***

(7)
Below is the molecule C5H3F, with properties calculated with ωB97M-V with the def2-TZVPD basis set.

Values from the calculation:
Energy relative to the best compared isomer or geometry (same formula, charge and spin) = 43.06 kcal per mole
Total charge = 0
SMILES = C=C=C1C=C1F
Kohn-Sham gap = 8.95 eV

```
9
Properties=species:S:1:pos:R:3:forces:R:3:lowdin_charge:R:1
C 0.181423 -0.361079 0.130749 -0.3855 0.1380 1.4021 -0.16
C -0.134892 -1.627788 0.658802 1.9131 1.1959 0.4900 -0.22
C -0.233579 0.788426 -0.306324 0.2003 1.3816 -1.9132 -0.09
C -0.216095 1.698607 -1.260427 -1.4121 0.5869 0.1105 -0.04
C 0.791765 -0.944765 1.336343 -2.8126 -2.5888 -3.1203 0.16
F -0.934674 -2.631794 0.565983 -0.4664 -0.5900 0.0881 0.17
H -0.898873 2.614759 -1.208879 1.1724 -1.3563 -0.2234 0.07
H 0.303698 1.445842 -2.195536 0.0112 0.6437 0.4203 0.05
H 1.141227 -0.982207 2.279290 1.7798 0.5889 2.7460 0.07
```
Positions in Å, forces in eV/Å.

***

Number 1: DFT total energy -117861.702 eV. Number 2: DFT total energy -77417.006 eV. Number 3: DFT total energy -58854.566 eV. Number 4: DFT total energy -21846.842 eV. Number 5: DFT total energy -30637.749 eV. Number 6: DFT total energy -30695.211 eV. Number 7: DFT total energy -7945.257 eV.